Entry 1:
{"formula": "C20H12NO12S3Tc", "method": "ωB97M-V/def2-TZVPD", "s_squared": 3.80, "energy_ev": -81701.9165, "gap_ev": [5.6, 7.0], "mol_weight_da": 652.5, "total_charge": -1, "multiplicity": 4, "e_above_lowest_kcal_mol": 0.0, "elements": ["Tc", "O", "C", "O", "C", "C", "C", "C", "C", "N", "C", "O", "O", "H", "H", "H", "O", "S", "O", "O", "C", "C", "C", "C", "C", "C", "S", "O", "O", "O", "H", "H", "H", "H", "O", "C", "O", "C", "C", "C", "C", "S", "C", "C", "H", "H", "H", "H", "H"], "xyz": [[-1.10, -0.77, -1.24], [0.14, -2.15, -4.87], [-0.43, -1.78, -3.87], [0.11, -1.28, -2.79], [-1.95, -1.88, -3.77], [-2.82, -2.34, -4.73], [-4.18, -2.35, -4.44], [-4.64, -1.89, -3.21], [-3.71, -1.43, -2.30], [-2.41, -1.45, -2.60], [-3.97, -0.88, -0.91], [-5.11, -0.79, -0.49], [-2.88, -0.55, -0.28], [-2.42, -2.69, -5.68], [-4.89, -2.71, -5.18], [-5.68, -1.87, -2.95], [-1.17, -3.71, 1.80], [-0.24, -3.08, 0.90], [0.07, -1.47, 1.75], [-0.93, -2.64, -0.36], [0.87, 0.12, -0.18], [2.01, -0.76, -0.20], [3.11, -0.46, -0.96], [3.19, 0.72, -1.72], [2.10, 1.59, -1.73], [0.99, 1.33, -0.97], [-0.51, 2.22, -1.16], [-1.01, 2.33, 0.20], [-0.36, 3.45, -1.87], [-1.31, 1.21, -1.97], [1.99, -1.68, 0.36], [3.93, -1.16, -0.99], [4.07, 0.94, -2.31], [2.09, 2.48, -2.35], [4.06, 2.64, 5.95], [2.73, 2.84, 5.78], [2.14, 3.59, 6.50], [2.07, 2.09, 4.66], [2.71, 1.11, 3.90], [2.04, 0.44, 2.89], [0.72, 0.76, 2.63], [-0.21, 0.04, 1.25], [0.07, 1.75, 3.36], [0.74, 2.40, 4.38], [4.40, 2.05, 5.28], [3.74, 0.83, 4.08], [2.55, -0.32, 2.31], [-0.95, 2.01, 3.12], [0.26, 3.16, 4.98]]}


Entry 2:
{"formula": "CHCoO2", "method": "ωB97M-V/def2-TZVPD", "s_squared": 8.77, "energy_ev": -42724.4613, "gap_ev": [12.0, 8.3], "mol_weight_da": 104.0, "total_charge": 3, "multiplicity": 6, "elements": ["O", "C", "O", "Co", "H"], "xyz": [[1.05, 0.97, 0.47], [0.84, -0.15, -0.05], [-0.38, -0.39, -0.18], [-1.49, -1.68, -0.83], [-0.02, 1.25, 0.59]]}


Entry 3:
{"formula": "C2H81F4HfO39", "method": "ωB97M-V/def2-TZVPD", "energy_ev": -95429.0092, "gap_ev": 7.1, "mol_weight_da": 984.1, "total_charge": -1, "multiplicity": 1, "elements": ["Hf", "F", "F", "F", "F", "C", "C", "O", "H", "H", "H", "H", "H", "O", "H", "H", "O", "H", "H", "O", "H", "H", "O", "H", "H", "O", "H", "H", "O", "H", "H", "O", "H", "H", "O", "H", "H", "O", "H", "H", "O", "H", "H", "O", "H", "H", "O", "H", "H", "O", "H", "H", "O", "H", "H", "O", "H", "H", "O", "H", "H", "O", "H", "H", "O", "H", "H", "O", "H", "H", "O", "H", "H", "O", "H", "H", "O", "H", "H", "O", "H", "H", "O", "H", "H", "O", "H", "H", "O", "H", "H", "O", "H", "H", "O", "H", "H", "O", "H", "H", "O", "H", "H", "O", "H", "H", "O", "H", "H", "O", "H", "H", "O", "H", "H", "O", "H", "H", "O", "H", "H", "O", "H", "H", "O", "H", "H"], "xyz": [[-21.39, 9.11, 19.71], [-20.25, 9.69, 17.66], [-22.07, 7.09, 18.44], [-23.43, 9.80, 18.45], [-19.63, 10.03, 21.08], [-20.69, 7.86, 23.86], [-21.69, 7.21, 22.88], [-21.51, 7.49, 21.53], [-20.62, 7.24, 24.75], [-21.03, 8.84, 24.19], [-19.70, 7.97, 23.43], [-22.68, 7.30, 23.34], [-21.45, 6.16, 23.06], [-18.53, 11.26, 23.28], [-18.92, 10.89, 22.49], [-17.93, 11.94, 22.96], [-24.30, 3.28, 21.19], [-23.57, 3.87, 20.98], [-25.07, 3.85, 21.18], [-24.99, 2.49, 24.12], [-24.63, 1.69, 24.49], [-24.24, 2.91, 23.68], [-22.77, 7.82, 26.99], [-21.91, 8.02, 27.37], [-23.18, 8.68, 26.87], [-26.51, 4.69, 21.83], [-27.00, 3.95, 22.18], [-27.19, 5.32, 21.57], [-23.79, 5.64, 28.74], [-24.72, 5.89, 28.83], [-23.56, 5.94, 27.86], [-21.31, 2.17, 19.61], [-21.89, 2.06, 18.85], [-21.33, 3.11, 19.78], [-27.76, 8.17, 23.22], [-27.20, 8.27, 23.99], [-28.21, 7.33, 23.36], [-24.70, 7.43, 17.37], [-24.83, 6.79, 16.67], [-23.85, 7.21, 17.75], [-23.66, 10.49, 27.37], [-23.57, 11.12, 28.08], [-24.47, 10.02, 27.56], [-16.66, 6.98, 23.73], [-15.76, 6.73, 23.93], [-17.18, 6.58, 24.43], [-21.49, 11.58, 19.60], [-20.87, 12.17, 20.02], [-22.04, 12.15, 19.06], [-20.42, 8.61, 28.16], [-20.42, 9.56, 28.25], [-19.59, 8.40, 27.72], [-17.55, 6.85, 21.08], [-16.73, 6.46, 20.80], [-17.42, 7.06, 22.00], [-23.53, 9.95, 24.31], [-24.09, 10.72, 24.36], [-22.66, 10.27, 24.53], [-22.76, 10.00, 21.44], [-23.40, 10.70, 21.52], [-22.84, 9.50, 22.25], [-17.37, 2.98, 22.95], [-17.71, 3.82, 23.28], [-18.02, 2.70, 22.30], [-20.62, 12.99, 24.25], [-19.84, 12.64, 23.83], [-21.05, 12.23, 24.63], [-22.74, 5.57, 25.81], [-22.69, 6.49, 26.06], [-23.66, 5.42, 25.60], [-26.67, 10.64, 21.85], [-27.12, 11.48, 21.88], [-25.75, 10.85, 22.03], [-19.54, 7.60, 19.51], [-19.40, 6.99, 18.79], [-18.76, 7.51, 20.06], [-19.91, 5.82, 28.02], [-20.33, 5.12, 28.52], [-20.30, 6.63, 28.35], [-18.61, 11.58, 26.17], [-18.57, 10.87, 25.53], [-18.22, 11.21, 26.96], [-17.34, 9.40, 24.72], [-17.71, 9.96, 24.04], [-17.45, 8.51, 24.38], [-22.33, 4.82, 20.34], [-22.74, 5.24, 19.59], [-21.92, 5.54, 20.83], [-18.46, 5.97, 25.87], [-19.16, 5.65, 25.30], [-18.81, 5.89, 26.76], [-19.23, 4.66, 21.07], [-18.67, 5.41, 21.29], [-19.62, 4.40, 21.90], [-19.93, 4.31, 23.82], [-20.32, 3.50, 24.16], [-20.64, 4.95, 23.88], [-25.60, 8.37, 25.17], [-25.64, 8.74, 26.06], [-24.75, 8.63, 24.84], [-21.40, 3.39, 26.58], [-21.48, 3.62, 27.50], [-21.85, 4.09, 26.11], [-19.98, 5.22, 18.24], [-19.85, 4.87, 19.12], [-20.75, 5.79, 18.31], [-14.80, 8.99, 25.59], [-15.60, 9.33, 25.18], [-14.85, 8.04, 25.47], [-25.16, 5.75, 24.78], [-25.36, 6.67, 24.64], [-25.69, 5.28, 24.14], [-17.59, 3.55, 27.88], [-18.19, 2.81, 27.78], [-18.14, 4.32, 27.75], [-17.94, 8.42, 27.31], [-17.96, 7.97, 26.46], [-17.51, 7.79, 27.90], [-24.45, 7.83, 20.57], [-25.30, 8.25, 20.45], [-24.64, 7.02, 21.05], [-21.31, 10.79, 25.72], [-20.48, 11.09, 26.10], [-21.88, 10.65, 26.47], [-16.87, 10.33, 20.05], [-17.78, 10.17, 20.32], [-16.36, 10.18, 20.84]]}